1.
Below is a molecular structure, C32H50Br2GeN4O4Sn, with properties calculated with ωB97M-V/def2-TZVPD.

energy above the lowest of the compared OMol25 structures with the same formula, charge and spin	0.0	kcal/mol
HOMO energy (alpha / beta)	-15.97 / -16.77	eV
gap between HOMO and LUMO (alpha / beta)	7.59 / 6.52	eV

ORCA input file:
```
! RIJCOSX wB97M-V def2-TZVPD def2/J DEFGRID3
* xyz 3 2
Sn 0.58 0.49 -0.01
C -1.66 -3.25 4.77
C -0.41 -2.55 4.27
C 0.16 -1.60 5.29
C 0.62 -3.54 3.76
O -0.82 -1.66 3.13
Ge -1.70 -2.18 1.76
O -2.93 -1.16 1.13
C -4.14 -0.78 1.93
C -3.72 0.20 3.01
C -4.71 -2.06 2.51
C -5.06 -0.15 0.91
O -0.96 -3.29 0.69
C -1.69 -4.42 0.04
C -0.61 -5.19 -0.68
C -2.73 -3.86 -0.91
C -2.33 -5.24 1.15
H -1.41 -3.96 5.56
H -2.12 -3.84 3.97
H -2.39 -2.54 5.16
H 0.36 -2.14 6.22
H -0.54 -0.79 5.51
H 1.10 -1.17 4.95
H 1.02 -4.12 4.60
H 1.45 -3.02 3.28
H 0.19 -4.25 3.05
H -3.04 -0.26 3.73
H -4.60 0.55 3.55
H -3.23 1.07 2.57
H -3.98 -2.53 3.18
H -4.99 -2.76 1.72
H -5.60 -1.85 3.11
H -4.59 0.72 0.45
H -5.97 0.19 1.40
H -5.34 -0.86 0.13
H -0.14 -4.57 -1.45
H -1.04 -6.06 -1.17
H 0.16 -5.53 0.01
H -2.26 -3.19 -1.64
H -3.50 -3.30 -0.38
H -3.22 -4.67 -1.45
H -1.59 -5.66 1.82
H -2.92 -6.06 0.73
H -3.04 -4.62 1.73
Br 3.23 3.76 3.22
C 3.98 2.47 2.12
C 5.34 2.24 2.11
C 5.92 1.28 1.29
Br 7.74 1.03 1.35
C 5.10 0.49 0.39
C 5.60 -0.50 -0.48
C 4.71 -1.19 -1.27
C 3.35 -0.91 -1.19
N 2.87 0.03 -0.39
C 3.73 0.72 0.39
C 3.12 1.73 1.25
O 1.88 1.91 1.19
H 5.98 2.82 2.77
H 6.66 -0.71 -0.51
H 5.06 -1.96 -1.95
H 2.64 -1.45 -1.79
C 1.65 -0.30 -5.56
C 0.25 -0.05 -4.99
C -0.69 -1.23 -5.32
C -0.33 1.28 -5.49
C 0.37 0.03 -3.53
N 0.45 0.10 -2.38
H 1.58 -0.33 -6.65
H 2.06 -1.25 -5.23
H 2.34 0.50 -5.30
H -0.78 -1.30 -6.40
H -1.69 -1.06 -4.90
H -0.30 -2.17 -4.94
H -0.40 1.23 -6.58
H 0.31 2.12 -5.23
H -1.33 1.45 -5.10
N 0.09 2.48 -0.79
C 0.02 3.64 -0.87
N -0.05 4.91 -0.95
C -0.41 5.60 -2.22
C 0.83 6.29 -2.81
C 1.97 6.36 -1.80
C 1.46 6.80 -0.43
C 0.45 5.79 0.14
H -1.20 6.31 -1.96
H -0.85 4.86 -2.89
H 0.54 7.30 -3.11
H 1.15 5.78 -3.72
H 2.73 7.05 -2.15
H 2.46 5.38 -1.71
H 0.99 7.78 -0.51
H 2.28 6.91 0.28
H -0.42 6.28 0.58
H 0.89 5.14 0.90
*
```



2.
Below is a molecular structure, C42H30CdCl5O5PSeSi, with properties calculated with ωB97M-V/def2-TZVPD.

energy above the lowest of the compared OMol25 structures with the same formula, charge and spin	0.0	kcal/mol
HOMO energy	-1.98	eV
gap between HOMO and LUMO	5.61	eV

ORCA input file:
```
! RIJCOSX wB97M-V def2-TZVPD def2/J DEFGRID3
* xyz -2 1
Cd 2.05 0.03 -0.54
Cl 4.95 -1.78 -1.58
C 4.48 -0.50 -2.64
C 3.28 0.18 -2.48
C 2.87 1.13 -3.38
Cl 1.29 1.76 -3.56
C 3.86 1.64 -4.28
Cl 3.59 3.07 -5.23
C 5.11 1.02 -4.42
Cl 6.22 1.56 -5.60
C 5.43 -0.04 -3.57
Cl 6.95 -0.81 -3.77
O -1.16 0.35 -0.23
P -2.31 1.26 -0.57
C -3.35 0.52 -1.85
C -2.91 0.59 -3.17
C -3.81 0.33 -4.22
C -5.02 -0.20 -3.94
C -5.42 -0.43 -2.63
C -4.61 -0.04 -1.58
C -1.72 2.85 -1.14
C -2.36 3.48 -2.24
C -1.81 4.66 -2.80
C -0.72 5.25 -2.17
C -0.13 4.66 -1.04
C -0.59 3.44 -0.57
C -3.38 1.59 0.82
C -3.04 1.29 2.14
C -3.89 1.60 3.20
C -5.03 2.38 2.99
C -5.45 2.56 1.67
C -4.62 2.24 0.60
H -1.86 0.78 -3.43
H -3.57 0.62 -5.26
H -5.68 -0.39 -4.77
H -6.44 -0.81 -2.40
H -4.90 -0.21 -0.55
H -3.32 3.09 -2.56
H -2.23 5.06 -3.73
H -0.31 6.14 -2.61
H 0.75 5.13 -0.57
H -0.11 2.98 0.26
H -2.14 0.73 2.35
H -3.75 1.19 4.21
H -5.59 2.80 3.82
H -6.43 2.95 1.46
H -5.00 2.48 -0.39
C -1.20 -5.20 -0.74
C -0.31 -5.42 0.32
C 0.41 -4.43 0.98
C 0.37 -3.17 0.40
C -0.49 -2.88 -0.69
C -1.22 -3.90 -1.28
Si 1.46 -1.78 1.08
C 0.69 -0.92 2.59
C -0.33 -1.51 3.27
C -0.89 -0.93 4.42
C -0.36 0.29 4.86
C 0.75 0.88 4.25
C 1.20 0.34 3.03
C 2.95 -2.71 1.88
C 3.60 -2.07 2.97
C 4.62 -2.67 3.71
C 5.12 -3.87 3.27
C 4.62 -4.48 2.14
C 3.52 -3.96 1.42
H -1.81 -5.99 -1.14
H -0.24 -6.43 0.74
H 1.05 -4.69 1.78
H -0.53 -1.86 -1.02
H -1.86 -3.60 -2.15
H -0.68 -2.52 2.98
H -1.82 -1.34 4.82
H -0.79 0.82 5.71
H 1.22 1.86 4.53
H 1.99 0.97 2.53
H 3.39 -1.03 3.11
H 5.07 -2.17 4.59
H 5.95 -4.34 3.76
H 5.12 -5.42 1.69
H 3.07 -4.50 0.58
O 3.53 0.68 1.23
Se 3.72 2.19 0.35
O 3.96 3.55 1.17
O 2.14 2.27 -0.45
O 4.85 1.81 -0.75
*
```



3.
Below is 2 unconnected molecules or ions with the total composition C11H12NO2, with properties calculated with ωB97M-V/def2-TZVPD.

energy above the lowest of the compared OMol25 structures with the same formula, charge and spin	29.2	kcal/mol
HOMO energy	-4.48	eV
gap between HOMO and LUMO	7.67	eV

ORCA input file:
```
! RIJCOSX wB97M-V def2-TZVPD def2/J DEFGRID3
* xyz -1 1
C -2.77 2.27 -0.07
C -1.95 3.00 1.11
O -1.23 2.24 1.80
O -2.31 4.15 1.37
H -3.21 2.86 -0.84
H -3.41 1.50 0.36
H -2.05 1.51 -0.45
C -1.31 -3.09 -0.70
C -0.94 -0.83 0.42
C 1.14 -0.39 -0.02
C -0.51 -1.95 -0.24
C 0.85 -1.65 -0.64
C 2.49 0.08 -0.11
C 3.44 -0.60 -0.82
C 1.79 -2.36 -1.38
C 3.01 -1.75 -1.48
N 0.03 0.13 0.58
H 0.04 1.04 1.06
H -1.91 -0.70 0.88
H 2.58 1.05 0.37
H -2.05 -2.74 -1.38
H -1.85 -3.56 0.12
H 4.50 -0.34 -0.88
H 1.54 -3.23 -1.99
H 3.87 -2.32 -2.08
H -0.83 -3.99 -1.16
*
```



4.
Below is a molecular structure, C51H56N2O27S2Sb, with properties calculated with ωB97M-V/def2-TZVPD.

HOMO energy	-4.52	eV
gap between HOMO and LUMO	3.79	eV

ORCA input file:
```
! RIJCOSX wB97M-V def2-TZVPD def2/J DEFGRID3
* xyz -1 1
C 1.43 1.30 6.99
C 2.38 0.03 7.18
C 2.80 -0.69 5.78
Sb 4.92 -0.19 5.21
C 4.41 1.86 4.58
C 3.69 2.08 3.19
C 2.19 1.56 3.07
C 1.34 2.20 1.87
S -0.32 1.32 1.83
C -0.07 -0.49 1.70
N -0.18 -1.36 0.59
N 0.11 -2.67 0.84
C 0.46 -2.65 2.23
O 0.33 -1.38 2.76
C 4.73 -1.08 3.20
C 6.23 -1.13 2.57
C 6.34 -2.12 1.31
C 5.19 -1.87 0.21
C 7.74 -1.77 0.57
C 5.67 -2.05 6.17
S 5.31 -3.65 5.40
O 6.12 -3.96 4.14
O 3.87 -3.95 5.08
H 1.71 2.00 6.14
H 1.53 1.93 7.96
H 0.35 0.95 6.96
H 3.29 0.26 7.83
H 1.77 -0.74 7.78
H 2.70 -1.82 6.01
H 2.05 -0.49 4.94
H 6.61 0.20 4.84
H 5.19 0.54 6.81
H 3.75 2.33 5.40
H 5.36 2.51 4.58
H 4.34 1.68 2.33
H 3.64 3.22 3.00
H 2.21 0.43 2.87
H 1.56 1.69 4.01
H 1.85 2.12 0.85
H 1.09 3.28 2.13
H 0.76 -3.63 2.70
H 4.12 -0.51 2.44
H 4.27 -2.14 3.17
H 6.56 -0.06 2.30
H 6.91 -1.52 3.41
H 6.32 -3.22 1.58
H 4.24 -2.41 0.55
H 4.95 -0.74 0.22
H 5.52 -2.16 -0.84
H 8.55 -1.86 1.38
H 7.63 -0.69 0.21
H 7.93 -2.51 -0.29
H 5.26 -2.09 7.25
H 6.82 -1.99 6.31
H 5.71 -4.65 6.31
C -5.25 2.41 -1.98
C -4.29 3.29 -2.27
C -3.10 3.47 -1.38
O -2.23 4.27 -1.69
C -3.03 2.66 -0.16
C -3.99 1.78 0.13
C -5.16 1.58 -0.77
O -6.01 0.76 -0.48
O -3.93 1.02 1.26
O -4.35 4.07 -3.38
H -6.11 2.27 -2.61
H -2.17 2.80 0.48
H -4.74 0.47 1.24
H -3.54 4.62 -3.37
C -0.46 2.94 12.63
C 0.19 3.11 11.47
C -0.53 3.07 10.16
O 0.09 3.24 9.13
C -1.97 2.81 10.18
C -2.62 2.64 11.33
C -1.91 2.70 12.64
O -2.54 2.56 13.68
O -3.96 2.39 11.37
O 1.53 3.32 11.44
H 0.05 2.96 13.58
H -2.48 2.77 9.22
H -4.18 2.31 12.31
H 1.75 3.41 10.49
C -4.35 8.68 -6.88
C -4.76 7.91 -7.89
C -4.65 6.42 -7.83
O -5.05 5.75 -8.76
C -4.04 5.83 -6.63
C -3.63 6.60 -5.62
C -3.77 8.08 -5.67
O -3.40 8.75 -4.72
O -3.07 6.06 -4.51
O -5.30 8.44 -9.01
H -4.43 9.76 -6.91
H -3.95 4.75 -6.60
H -2.86 6.82 -3.93
H -5.51 7.68 -9.59
C 3.83 -5.31 -1.77
C 2.61 -5.00 -1.34
C 1.79 -5.96 -0.55
O 0.68 -5.63 -0.17
C 2.35 -7.28 -0.28
C 3.57 -7.60 -0.72
C 4.40 -6.63 -1.48
O 5.52 -6.95 -1.84
O 4.11 -8.83 -0.47
O 2.06 -3.78 -1.61
H 4.44 -4.62 -2.35
H 1.74 -7.98 0.28
H 5.00 -8.80 -0.89
H 1.17 -3.80 -1.19
C -6.53 -1.08 -4.66
C -6.19 0.17 -4.97
C -5.07 0.47 -5.91
O -4.80 1.63 -6.17
C -4.32 -0.66 -6.47
C -4.66 -1.91 -6.16
C -5.80 -2.21 -5.25
O -6.09 -3.37 -5.00
O -3.98 -2.97 -6.67
O -6.85 1.23 -4.44
H -7.34 -1.31 -3.99
H -3.50 -0.43 -7.13
H -4.41 -3.76 -6.30
H -6.42 2.03 -4.81
C -3.23 -1.87 -11.24
C -3.63 -2.66 -12.24
C -3.50 -4.14 -12.16
O -3.89 -4.83 -13.09
C -2.89 -4.72 -10.96
C -2.49 -3.93 -9.96
C -2.64 -2.45 -10.02
O -2.28 -1.77 -9.08
O -1.92 -4.45 -8.84
O -4.17 -2.14 -13.37
H -3.32 -0.79 -11.28
H -2.79 -5.79 -10.93
H -1.72 -3.68 -8.27
H -4.38 -2.90 -13.94
*
```



5.
Below is 2 unconnected molecules or ions with the total composition C2H5F2NO, with properties calculated with ωB97M-V/def2-TZVPD.

energy above the lowest of the compared OMol25 structures with the same formula, charge and spin	80.2	kcal/mol
HOMO energy	-9.09	eV
gap between HOMO and LUMO	9.17	eV

ORCA input file:
```
! RIJCOSX wB97M-V def2-TZVPD def2/J DEFGRID3
* xyz 0 1
C -0.54 1.76 -0.30
C 0.29 -1.05 -0.11
N -0.53 -1.47 1.00
O 0.42 2.69 -0.42
F 0.42 -1.87 -1.29
F 1.63 -0.80 0.35
H -0.73 1.55 0.81
H 0.07 -0.03 -0.40
H -1.40 -0.99 0.72
H -0.44 -2.51 1.00
H 0.80 2.72 -1.35
*
```



6.
Below is a molecular structure, C38H51N8O7SSn, with properties calculated with ωB97M-V/def2-TZVPD.

energy above the lowest of the compared OMol25 structures with the same formula, charge and spin	59.8	kcal/mol
HOMO energy	-5.37	eV
gap between HOMO and LUMO	6.16	eV

ORCA input file:
```
! RIJCOSX wB97M-V def2-TZVPD def2/J DEFGRID3
* xyz -1 1
Sn 1.25 -1.05 -0.26
O 4.79 -3.17 0.33
C 3.82 -2.46 0.34
O 2.71 -2.65 -0.32
C 3.82 -1.13 1.18
O 4.74 -0.86 1.91
O 2.76 -0.37 1.00
C -3.07 0.30 1.69
C -2.16 1.30 0.99
C -3.00 2.42 0.36
C -1.12 1.91 1.91
C -1.52 2.45 3.12
C -0.61 3.06 3.97
C 0.71 3.15 3.59
C 1.17 2.63 2.38
C 2.64 2.75 2.04
C 3.03 4.20 1.74
C 3.52 2.18 3.16
C 0.23 2.02 1.53
N 0.68 1.46 0.30
C 1.06 2.24 -0.63
C 1.75 1.81 -1.82
C 2.29 2.67 -2.78
C 3.07 1.87 -3.63
C 2.95 0.56 -3.15
N 2.14 0.52 -2.07
C 3.75 -0.65 -3.61
C 5.03 -0.72 -2.75
C 4.18 -0.48 -5.07
C 2.97 -1.97 -3.41
H -3.80 -0.12 0.98
H -3.64 0.76 2.49
H -2.51 -0.53 2.12
H -1.61 0.78 0.20
H -3.55 2.96 1.14
H -3.74 2.02 -0.33
H -2.38 3.15 -0.16
H -2.56 2.38 3.42
H -0.94 3.48 4.92
H 1.43 3.63 4.26
H 2.84 2.15 1.16
H 2.83 4.84 2.60
H 2.46 4.59 0.89
H 4.09 4.27 1.50
H 3.43 2.77 4.08
H 4.56 2.17 2.85
H 3.25 1.15 3.38
H 0.95 3.32 -0.53
H 2.17 3.75 -2.81
H 3.68 2.20 -4.46
H 5.62 0.19 -2.87
H 5.64 -1.58 -3.04
H 4.78 -0.82 -1.70
H 5.01 0.22 -5.15
H 3.39 -0.08 -5.72
H 4.52 -1.43 -5.48
H 3.18 -2.43 -2.45
H 3.22 -2.70 -4.18
H 1.88 -1.82 -3.38
N 0.82 -0.19 -5.28
C -0.46 -0.17 -4.50
C -1.34 -1.38 -4.79
C -2.44 -1.39 -3.70
N -1.76 -1.67 -2.44
C -3.18 -0.04 -3.70
C -2.32 1.23 -3.72
N -1.69 1.44 -2.43
C -1.22 1.12 -4.77
H 1.42 -0.95 -4.96
H 1.35 0.68 -5.09
H 0.67 -0.28 -6.28
H -0.16 -0.20 -3.45
H -0.76 -2.31 -4.73
H -1.78 -1.30 -5.79
H -3.19 -2.15 -3.97
H -1.57 -2.66 -2.32
H -2.26 -1.35 -1.62
H -3.86 -0.01 -2.84
H -3.81 -0.03 -4.59
H -2.98 2.06 -4.02
H -2.36 1.50 -1.68
H -1.11 2.27 -2.41
H -0.56 1.99 -4.70
H -1.66 1.09 -5.77
O -7.27 -3.31 5.48
S -6.28 -4.35 5.26
O -6.05 -4.69 3.87
O -6.36 -5.49 6.16
C -4.74 -3.53 5.78
N -4.65 -3.18 7.07
C -3.54 -2.57 7.44
C -2.51 -2.27 6.56
C -2.70 -2.66 5.24
N -3.81 -3.29 4.86
C -1.72 -2.39 4.16
C -0.77 -1.39 4.24
C 0.05 -1.14 3.14
N -0.04 -1.84 2.01
C -0.92 -2.84 1.95
C -1.79 -3.14 2.99
H -3.46 -2.29 8.49
H -1.61 -1.77 6.89
H -0.68 -0.76 5.11
H 0.77 -0.34 3.16
H -0.96 -3.39 1.02
H -2.53 -3.92 2.90
*
```



7.
Below is a molecular structure, C4H9MgO4Tb, with properties calculated with ωB97M-V/def2-TZVPD.

HOMO energy (alpha / beta)	-11.42 / -10.62	eV
gap between HOMO and LUMO (alpha / beta)	8.63 / 6.66	eV

ORCA input file:
```
! RIJCOSX wB97M-V def2-TZVPD def2/J DEFGRID3
* xyz 1 8
O 1.01 1.60 1.90
Tb 2.94 0.54 1.68
O 1.43 -0.34 -0.03
C 0.83 -1.49 -0.42
O -0.59 -1.33 -0.14
C -1.42 -0.92 -1.23
C -2.57 -0.14 -0.64
O -2.02 0.94 0.12
C -2.99 1.83 0.66
Mg -0.18 0.53 0.92
H 1.18 -2.37 0.15
H 0.93 -1.68 -1.50
H -1.80 -1.80 -1.77
H -0.83 -0.29 -1.95
H -3.17 -0.77 0.03
H -3.21 0.26 -1.44
H -2.45 2.68 1.09
H -3.66 2.17 -0.13
H -3.56 1.32 1.45
*
```



Copy entry 2 word for word.
Below is a molecular structure, C42H30CdCl5O5PSeSi, with properties calculated with ωB97M-V/def2-TZVPD.

energy above the lowest of the compared OMol25 structures with the same formula, charge and spin	0.0	kcal/mol
HOMO energy	-1.98	eV
gap between HOMO and LUMO	5.61	eV

ORCA input file:
```
! RIJCOSX wB97M-V def2-TZVPD def2/J DEFGRID3
* xyz -2 1
Cd 2.05 0.03 -0.54
Cl 4.95 -1.78 -1.58
C 4.48 -0.50 -2.64
C 3.28 0.18 -2.48
C 2.87 1.13 -3.38
Cl 1.29 1.76 -3.56
C 3.86 1.64 -4.28
Cl 3.59 3.07 -5.23
C 5.11 1.02 -4.42
Cl 6.22 1.56 -5.60
C 5.43 -0.04 -3.57
Cl 6.95 -0.81 -3.77
O -1.16 0.35 -0.23
P -2.31 1.26 -0.57
C -3.35 0.52 -1.85
C -2.91 0.59 -3.17
C -3.81 0.33 -4.22
C -5.02 -0.20 -3.94
C -5.42 -0.43 -2.63
C -4.61 -0.04 -1.58
C -1.72 2.85 -1.14
C -2.36 3.48 -2.24
C -1.81 4.66 -2.80
C -0.72 5.25 -2.17
C -0.13 4.66 -1.04
C -0.59 3.44 -0.57
C -3.38 1.59 0.82
C -3.04 1.29 2.14
C -3.89 1.60 3.20
C -5.03 2.38 2.99
C -5.45 2.56 1.67
C -4.62 2.24 0.60
H -1.86 0.78 -3.43
H -3.57 0.62 -5.26
H -5.68 -0.39 -4.77
H -6.44 -0.81 -2.40
H -4.90 -0.21 -0.55
H -3.32 3.09 -2.56
H -2.23 5.06 -3.73
H -0.31 6.14 -2.61
H 0.75 5.13 -0.57
H -0.11 2.98 0.26
H -2.14 0.73 2.35
H -3.75 1.19 4.21
H -5.59 2.80 3.82
H -6.43 2.95 1.46
H -5.00 2.48 -0.39
C -1.20 -5.20 -0.74
C -0.31 -5.42 0.32
C 0.41 -4.43 0.98
C 0.37 -3.17 0.40
C -0.49 -2.88 -0.69
C -1.22 -3.90 -1.28
Si 1.46 -1.78 1.08
C 0.69 -0.92 2.59
C -0.33 -1.51 3.27
C -0.89 -0.93 4.42
C -0.36 0.29 4.86
C 0.75 0.88 4.25
C 1.20 0.34 3.03
C 2.95 -2.71 1.88
C 3.60 -2.07 2.97
C 4.62 -2.67 3.71
C 5.12 -3.87 3.27
C 4.62 -4.48 2.14
C 3.52 -3.96 1.42
H -1.81 -5.99 -1.14
H -0.24 -6.43 0.74
H 1.05 -4.69 1.78
H -0.53 -1.86 -1.02
H -1.86 -3.60 -2.15
H -0.68 -2.52 2.98
H -1.82 -1.34 4.82
H -0.79 0.82 5.71
H 1.22 1.86 4.53
H 1.99 0.97 2.53
H 3.39 -1.03 3.11
H 5.07 -2.17 4.59
H 5.95 -4.34 3.76
H 5.12 -5.42 1.69
H 3.07 -4.50 0.58
O 3.53 0.68 1.23
Se 3.72 2.19 0.35
O 3.96 3.55 1.17
O 2.14 2.27 -0.45
O 4.85 1.81 -0.75
*
```